Below is C24H39As2N5OPPt as an isolated structure at a distorted geometry, with properties calculated with ωB97M-V/def2-TZVPD.

```
73
Properties=species:S:1:pos:R:3:lowdin_charge:R:1
Pt -0.38 0.07 0.65 0.505
C 4.03 1.37 0.56 0.032
C 2.92 0.48 1.02 -0.503
O 1.99 0.17 0.27 -0.137
N 3.01 0.00 2.28 0.113
C 2.11 -1.03 2.76 -0.114
C 0.94 -0.51 3.57 -0.260
C 0.91 -0.67 4.95 0.015
C -0.19 -0.21 5.66 -0.005
C -1.22 0.42 4.98 -0.011
C -1.11 0.54 3.60 -0.145
N -0.08 0.06 2.92 -0.037
H 4.03 1.40 -0.53 0.102
H 5.00 1.02 0.91 0.103
H 3.88 2.38 0.93 0.103
H 3.77 0.29 2.87 0.170
H 2.68 -1.74 3.37 0.143
H 1.72 -1.53 1.87 0.062
H 1.72 -1.14 5.47 0.128
H -0.25 -0.35 6.73 0.131
H -2.08 0.80 5.50 0.125
H -1.89 1.03 3.03 0.066
C -3.90 -0.96 -0.94 -0.251
As -2.90 0.30 0.18 1.108
C -4.19 0.62 1.63 -0.238
C -3.03 1.98 -0.79 -0.422
C -4.24 2.30 -1.41 -0.090
C -4.41 3.53 -2.00 -0.029
C -3.38 4.45 -2.02 -0.026
C -2.16 4.12 -1.45 -0.085
C -1.98 2.90 -0.82 -0.419
As -0.28 2.58 0.09 1.128
C 1.05 3.39 -1.08 -0.220
C -0.45 3.82 1.60 -0.236
H -4.91 -0.57 -1.09 0.044
H -3.98 -1.93 -0.44 0.028
H -3.42 -1.06 -1.92 0.045
H -5.20 0.68 1.22 0.055
H -3.95 1.57 2.13 0.040
H -4.16 -0.18 2.36 0.040
H -5.05 1.58 -1.41 0.101
H -5.37 3.78 -2.45 0.128
H -3.51 5.42 -2.47 0.128
H -1.34 4.83 -1.48 0.105
H 0.93 4.48 -1.12 0.053
H 0.94 2.97 -2.08 0.057
H 2.06 3.17 -0.72 0.016
H -0.54 4.84 1.23 0.051
H 0.42 3.76 2.26 0.038
H -1.35 3.57 2.17 0.031
C 0.57 -5.29 -1.45 -0.092
N -0.89 -4.85 -1.25 -0.060
C -1.31 -5.32 0.14 -0.097
N -0.44 -4.80 1.12 -0.150
C 0.93 -5.21 0.88 -0.127
N 1.37 -4.75 -0.42 -0.144
C 1.57 -3.32 -0.50 -0.272
P -0.02 -2.38 -0.16 0.972
C -1.03 -3.39 -1.40 -0.226
C -0.57 -3.38 1.33 -0.306
H 0.90 -4.96 -2.43 0.157
H 0.59 -6.38 -1.41 0.162
H -1.47 -5.32 -1.95 0.198
H -1.28 -6.41 0.15 0.161
H -2.34 -4.98 0.32 0.153
H 0.99 -6.31 0.91 0.155
H 1.58 -4.81 1.66 0.147
H 1.93 -3.05 -1.50 0.115
H 2.34 -3.03 0.21 0.101
H -0.71 -3.10 -2.41 0.118
H -2.09 -3.12 -1.31 0.080
H -1.61 -3.13 1.55 0.100
H 0.03 -3.10 2.20 0.090
```

The max |F| comes out at 2.14 eV/Å. As for the spin multiplicity: 1. The gap between HOMO and LUMO is 0.244 Ha. The total charge is +3. As for the HOMO energy: -0.598 Eh. Its calculated total energy is -6218.267594 a.u.